{"formula": "C21H33CrN10O3PS2", "method": "ωB97M-V/def2-TZVPD", "species": ["N", "C", "H", "Cr", "N", "O", "C", "H", "N", "C", "H", "H", "H", "H", "C", "H", "C", "H", "H", "H", "H", "C", "C", "H", "N", "H", "H", "H", "H", "S", "C", "H", "H", "C", "C", "H", "C", "N", "N", "P", "N", "C", "N", "C", "H", "C", "C", "H", "C", "C", "N", "S", "C", "C", "O", "H", "H", "C", "H", "H", "H", "H", "H", "H", "H", "H", "N", "C", "H", "O", "H"], "xyz": [[-3.200821, 4.841681, -0.461851], [0.269172, 5.086856, 3.486361], [-1.279672, -3.495737, 3.405910], [0.280944, 2.823575, -1.460998], [-1.239072, 4.126869, -0.970299], [-0.110031, 0.943275, -2.271777], [-0.798974, 1.384577, -3.286310], [-1.867254, 0.510265, -0.920999], [0.031375, 6.019815, -0.230154], [-0.467324, -3.729799, -3.154941], [-0.123321, -6.548411, -1.319258], [-2.551133, 1.159645, -4.432747], [-2.157851, -3.475542, 0.661875], [-3.923276, 0.086160, -2.942103], [-0.410587, -3.349360, 2.753365], [-0.638922, -5.814933, -3.630493], [-1.152024, 5.321456, -0.412971], [-0.210002, -4.303682, 2.265700], [0.337049, -4.893307, 0.424435], [1.287133, 5.329110, 3.789994], [-2.877152, -2.455653, 1.922727], [-0.153408, -5.491740, -1.560899], [-0.744713, -2.210807, 1.784270], [-1.552197, -0.285750, -4.296064], [1.502226, 4.379959, -1.146086], [0.433977, -3.105256, 3.394306], [-2.376672, -1.738134, 0.389214], [-1.617654, -1.113134, 3.419978], [-2.701302, -1.074379, -2.492800], [1.234888, 2.389723, 4.106437], [2.930992, -2.522687, -0.599053], [0.043641, -0.591809, 3.067298], [2.419624, -0.326801, 2.021847], [-1.979434, 0.553634, -3.733679], [2.598016, -3.110047, 1.801443], [-0.002669, 6.812942, 0.382621], [-0.213775, -2.788686, -2.155507], [-2.329842, 5.811815, -0.081517], [-2.571746, 3.851156, -0.991525], [0.409583, -1.779387, 0.330407], [2.844582, 4.338384, -1.374899], [0.680493, 2.902412, 2.591579], [-2.815771, 0.592043, -1.273614], [-0.896114, -0.924509, 2.614140], [-1.259586, -0.091340, 2.011199], [-2.112915, -2.494289, 1.137793], [-0.441264, -5.080409, -2.858213], [-0.225136, -1.723477, -2.382328], [0.100958, -4.548262, -0.572600], [1.282882, 5.552305, -0.575587], [2.392028, 6.245483, -0.421931], [0.569565, 1.952359, 1.200262], [2.259586, -2.092118, 0.712622], [-2.890933, -0.006834, -2.601267], [0.269185, 4.171751, 2.399226], [-3.024126, 1.587571, -1.289126], [4.016859, -2.469666, -0.458081], [0.069116, -3.181782, -0.845998], [2.671658, -3.540050, -0.897447], [-0.685573, -3.397391, -4.163737], [2.667821, -1.852632, -1.423774], [3.943946, -0.872349, 1.282653], [-0.259833, 4.681143, 4.345704], [2.101147, -4.073428, 1.659535], [2.729886, 0.010905, 0.337069], [-0.236784, 5.971141, 3.102680], [3.356028, 5.433676, -0.939595], [2.866841, -0.740314, 1.114041], [2.346062, -2.730551, 2.792010], [-0.528945, 2.443658, -3.862902], [3.680540, -3.290901, 1.784432]], "forces_ev_per_angstrom": [[0.14, 0.10, 0.02], [0.01, 0.01, -0.15], [0.02, -0.02, 0.01], [0.44, -0.32, 0.33], [-0.54, -0.37, -0.30], [-0.54, 0.40, -0.26], [0.33, -0.13, 0.32], [0.00, -0.01, 0.01], [-0.06, -0.15, -0.01], [0.04, 0.28, 0.12], [0.00, 0.01, 0.00], [-0.01, 0.05, -0.04], [0.04, -0.01, 0.01], [-0.06, -0.05, -0.05], [-0.09, -0.01, -0.03], [0.00, 0.01, 0.00], [0.57, 0.41, 0.11], [-0.01, 0.02, -0.02], [0.00, -0.01, 0.02], [0.06, -0.01, 0.00], [0.02, -0.02, -0.04], [0.01, 0.12, 0.04], [0.06, 0.15, 0.00], [-0.08, 0.00, -0.04], [0.41, -0.15, -0.33], [-0.02, 0.01, -0.01], [0.04, -0.03, 0.08], [0.06, 0.03, -0.02], [0.05, -0.10, 0.06], [-0.13, -0.01, -0.29], [0.00, 0.07, -0.03], [-0.06, -0.04, -0.05], [0.01, -0.04, -0.06], [-0.01, -0.20, 0.04], [0.05, -0.09, -0.07], [-0.01, 0.04, -0.02], [-0.05, -0.02, -0.11], [-0.43, -0.21, -0.04], [0.17, 0.29, 0.16], [0.00, -0.24, -0.04], [-0.22, 0.23, 0.21], [0.10, 0.19, 0.07], [-0.04, -0.12, -0.13], [0.08, 0.00, 0.05], [0.03, -0.06, 0.00], [0.00, 0.09, -0.03], [0.02, -0.14, 0.06], [-0.03, -0.09, 0.00], [0.00, -0.21, -0.03], [-0.51, 0.24, 0.14], [0.46, -0.12, -0.12], [0.11, -0.48, -0.17], [-0.16, 0.05, 0.09], [0.13, 0.21, 0.16], [-0.05, 0.07, 0.11], [-0.01, 0.04, -0.02], [-0.04, 0.00, -0.03], [0.06, 0.20, -0.05], [-0.01, 0.01, 0.05], [0.01, 0.01, 0.03], [0.00, -0.02, 0.06], [-0.06, 0.01, 0.02], [-0.06, -0.04, 0.03], [0.02, 0.05, -0.02], [-0.02, -0.01, -0.02], [0.00, 0.03, 0.01], [-0.17, 0.13, 0.07], [-0.02, -0.02, 0.11], [0.01, -0.01, -0.05], [0.01, 0.01, 0.06], [-0.03, 0.01, 0.03]], "multiplicity": 5, "homo_lumo_gap_ev": [5.8, 6.3], "total_charge": -2, "e_above_lowest_kcal_mol": 35.1, "homo_energy_ev": [-1.73, -2.27], "e_tot_ev": -102739.6204}